25
Properties=species:S:1:pos:R:3:forces:R:3:mulliken_charge:R:1 method="wB97M-V/def2-TZVPD" de_lowest_ev=0.0000 largest_force_ev_per_a=1.92 total_energy_ev=-67451.56193 orbital_gap_ev=9.48
N 2.2143 3.2245 -1.1314 -0.7 -0.1 0.1 -0.758
P 0.7883 3.1448 -0.4871 1.6 0.5 -1.0 0.512
C -0.2777 1.8285 -1.2818 -1.5 0.0 0.8 -0.215
O 0.4607 0.6175 -1.1354 0.6 0.0 0.3 -0.317
C 0.2429 0.2435 0.1823 0.5 -0.6 -0.1 0.490
O 0.8769 -0.5853 0.7429 -0.2 0.3 -0.1 -0.492
O -0.8038 0.9455 0.6919 -0.4 -0.4 0.1 -0.296
C -1.5043 1.3751 -0.5080 0.9 1.1 0.8 -0.238
P -2.8675 2.5794 -0.2929 -1.1 -0.6 1.1 0.200
S -4.3539 1.8660 0.7186 0.2 0.2 -0.1 -0.359
H 2.3045 2.5331 -1.8608 0.4 -0.1 -0.2 0.253
H 0.8685 2.8658 0.8880 -0.6 0.1 0.1 0.078
H 0.0981 4.3714 -0.6051 -0.5 -0.2 0.3 0.082
H -0.6027 2.1214 -2.2670 0.8 -0.3 -0.8 0.477
H -1.8898 0.4367 -0.8689 -0.7 0.0 -0.9 0.393
H -2.2880 3.7469 0.2368 0.3 0.0 -0.2 0.073
H -3.1879 2.9171 -1.6206 0.5 0.1 -0.1 0.102
Cl 0.2292 -6.1253 0.9936 0.0 0.0 0.0 -0.197
C 0.4863 -4.3672 1.1471 -0.1 0.1 0.0 -0.387
C 1.9172 -3.9741 0.8975 0.1 0.1 -0.1 -0.197
Cl 3.0084 -4.5552 2.1823 0.0 0.0 0.0 -0.198
H 0.1607 -4.0662 2.1385 0.0 0.0 0.1 0.339
H -0.1556 -3.8874 0.4108 0.0 0.0 0.0 0.232
H 1.9975 -2.8896 0.8778 0.0 0.0 0.0 0.068
H 2.2779 -4.3667 -0.0491 0.0 -0.1 0.0 0.354



10
Properties=species:S:1:pos:R:3:forces:R:3:mulliken_charge:R:1 method="wB97M-V/def2-TZVPD" de_lowest_ev=1.8785 largest_force_ev_per_a=3.68 total_energy_ev=-76753.64151 orbital_gap_ev=9.96
C -1.4857 -0.1066 -0.5821 1.5 1.0 -3.2 -0.228
C -0.5045 0.4450 -1.3697 -0.3 -0.6 2.1 -0.163
C 0.3442 -0.8780 0.1111 -1.5 0.7 -0.9 0.316
N -0.9497 -0.9753 0.2780 1.6 -0.9 1.3 -0.433
O 0.7091 -0.0202 -0.9189 -0.5 -0.6 1.4 -0.225
Br 1.5488 -1.7798 1.1725 0.4 -0.1 -0.4 -0.044
H -2.4522 -0.0476 -0.9849 -1.7 0.0 0.7 0.364
H -0.5696 1.3201 -1.9539 0.5 0.4 -1.0 0.401
H 2.0051 1.1109 1.9412 -0.8 -0.1 0.5 0.039
H 1.3546 0.9316 2.3065 0.8 0.3 -0.4 -0.027



85
Properties=species:S:1:pos:R:3:forces:R:3:mulliken_charge:R:1 method="wB97M-V/def2-TZVPD" de_lowest_ev=0.4503 largest_force_ev_per_a=0.76 total_energy_ev=-107094.88493 charge=-1 orbital_gap_ev=5.05
Ag 0.1364 -1.2335 0.0703 0.0 -0.5 0.6 -0.197
S 4.8575 -1.5593 -3.5718 0.1 0.0 0.0 0.046
C 6.3214 -1.4794 -4.4504 -0.1 0.0 0.0 -0.431
C 7.1135 -0.4623 -4.0172 0.1 0.0 0.0 -0.550
C 6.5271 0.2620 -2.9486 0.0 0.0 0.1 -0.475
C 5.3012 -0.2164 -2.5781 0.0 -0.1 -0.2 0.427
C 4.3893 0.2966 -1.5532 -0.2 0.0 0.0 1.387
C 3.1226 -0.2963 -1.3689 0.0 0.0 -0.1 -2.265
N 2.2080 0.1678 -0.5579 0.0 0.0 -0.1 1.375
C 2.4792 1.2623 0.1670 0.3 -0.2 -0.1 -0.561
C 3.7266 1.9052 0.1078 -0.1 -0.1 0.1 0.856
C 3.9584 3.0468 0.9471 0.1 0.1 0.0 -1.108
C 3.0134 3.4841 1.8045 0.0 0.0 0.0 -1.009
C 1.7340 2.8359 1.8983 0.1 -0.1 -0.2 1.045
C 0.7456 3.2177 2.8116 0.0 0.1 0.1 -0.868
C -0.4496 2.5353 2.8582 0.0 0.0 -0.1 0.835
C -0.6339 1.4929 1.9243 0.0 0.1 0.0 -1.640
N 0.2715 1.1173 1.0553 -0.1 0.1 0.1 1.121
C 1.4564 1.7505 1.0525 -0.1 0.0 0.3 -1.213
C -1.4930 2.8532 3.8379 -0.1 -0.1 0.1 0.384
C -1.5817 3.9356 4.6693 0.0 0.0 -0.1 -0.536
C -2.7209 3.9023 5.5116 0.0 0.0 0.0 -0.556
C -3.4822 2.7924 5.3096 0.0 0.0 0.0 -0.450
S -2.8177 1.7779 4.1063 0.0 0.0 0.0 0.082
C 4.6834 1.3951 -0.7767 0.1 0.1 0.0 -0.786
H 6.5208 -2.1829 -5.2420 0.0 0.0 0.0 0.399
H 8.0806 -0.2384 -4.4438 0.0 0.0 0.0 0.396
H 6.9968 1.1107 -2.4719 0.0 0.0 0.0 0.374
H 2.8343 -1.1803 -1.9353 0.0 0.0 0.0 0.541
H 4.9191 3.5458 0.8880 0.0 0.0 0.0 0.430
H 3.2087 4.3340 2.4487 0.0 0.0 0.0 0.443
H 0.9480 4.0302 3.5005 0.0 0.0 0.0 0.340
H -1.5595 0.9299 1.9011 0.0 0.0 0.0 0.474
H -0.8579 4.7382 4.6740 0.0 0.0 0.0 0.356
H -2.9646 4.6691 6.2329 0.0 0.0 0.0 0.385
H -4.3950 2.5170 5.8119 0.0 0.0 0.0 0.412
H 5.6440 1.8913 -0.8598 0.0 0.0 0.0 0.317
F 4.4666 -2.2976 3.4016 0.0 0.0 0.0 -0.382
C 3.1058 -2.2253 3.3801 -0.1 0.1 -0.1 0.562
C 2.4491 -1.8713 2.2214 0.0 0.0 0.1 -0.069
C 1.0494 -1.7892 2.1656 0.1 0.1 -0.4 -0.899
C 0.3309 -2.0945 3.3485 0.1 0.0 -0.1 1.005
C 1.0532 -2.4253 4.4939 0.0 0.1 0.0 0.422
F 0.4311 -2.6716 5.6915 0.0 0.0 0.0 -0.384
C 2.4287 -2.5030 4.5482 0.0 0.0 0.1 -0.863
C -1.1622 -2.0647 3.3284 -0.1 0.0 0.1 0.219
C -1.9823 -2.5857 4.3429 0.0 -0.1 0.0 -0.815
C -3.3577 -2.4962 4.2291 0.0 0.0 0.0 -0.500
C -3.9191 -1.8963 3.1136 0.0 0.0 -0.1 -0.832
C -3.0431 -1.4189 2.1520 0.0 -0.2 0.0 -0.414
N -1.7251 -1.5024 2.2567 -0.1 0.3 -0.1 0.365
H 3.0585 -1.6539 1.3475 0.0 0.0 0.0 0.370
H 2.9339 -2.7618 5.4672 0.0 0.0 0.0 0.473
H -1.5564 -3.0621 5.2089 0.0 0.0 0.0 0.494
H -3.9859 -2.9013 5.0140 0.0 0.0 0.0 0.397
H -4.9900 -1.8102 2.9834 0.0 0.0 0.0 0.421
H -3.4156 -0.9566 1.2406 0.0 0.0 0.0 0.441
Cl -0.0501 -3.6172 -2.3390 0.0 0.1 0.0 -0.345
C -1.0368 -2.4688 -1.2310 0.0 -0.1 -0.2 -1.015
H -1.5767 -3.1689 -0.5904 0.0 -0.1 -0.1 0.271
H -1.7472 -2.0389 -1.9354 -0.1 0.0 0.0 0.538
O -1.6512 0.1574 -3.4203 -0.1 0.0 0.0 -0.784
S -0.1940 -0.1122 -3.3186 0.1 0.0 -0.2 1.094
C 0.4381 -0.1825 -5.0025 0.1 -0.1 0.1 -0.392
C 0.0349 0.7162 -5.9799 0.0 0.0 0.0 -0.145
C 0.5281 0.5818 -7.2665 0.0 0.0 0.0 -0.724
C 1.4147 -0.4497 -7.5682 0.0 0.0 0.0 -0.359
C 1.7952 -1.3542 -6.5898 0.0 0.0 0.0 -0.763
C 1.2983 -1.2274 -5.2968 0.0 0.0 0.0 0.063
C 0.5435 1.4643 -2.8507 -0.1 0.0 0.2 0.231
C 1.7813 1.9255 -3.2772 0.0 0.0 0.0 -0.320
C 2.3041 3.0794 -2.7074 0.0 0.0 -0.1 -0.724
C 1.6009 3.7607 -1.7221 -0.1 0.1 0.0 -0.519
C 0.3622 3.2928 -1.3036 0.0 0.1 -0.2 -0.499
C -0.1670 2.1406 -1.8654 0.0 0.1 -0.1 -0.524
H -0.6666 1.5011 -5.7238 0.0 0.0 0.0 0.451
H 0.2233 1.2756 -8.0400 0.0 0.0 0.0 0.372
H 1.7977 -0.5507 -8.5762 0.0 0.0 0.0 0.370
H 2.4662 -2.1685 -6.8334 0.0 0.0 0.0 0.405
H 1.5384 -1.9453 -4.5200 0.0 0.0 0.0 0.488
H 2.3471 1.3874 -4.0319 -0.1 0.0 0.0 0.424
H 3.2732 3.4401 -3.0305 0.0 0.0 0.0 0.325
H 2.0237 4.6509 -1.2720 0.0 0.0 0.0 0.406
H -0.1837 3.8130 -0.5256 0.0 0.0 0.0 0.373
H -1.1206 1.7445 -1.5410 0.0 0.0 0.0 0.511



11
Properties=species:S:1:pos:R:3:forces:R:3:mulliken_charge:R:1 method="wB97M-V/def2-TZVPD" de_lowest_ev=1.6589 largest_force_ev_per_a=0.51 total_energy_ev=-8776.03577 orbital_gap_ev=10.78
N 1.5777 0.4254 0.6300 0.0 0.0 -0.4 -0.593
C 1.3718 0.0061 -0.5432 0.2 0.1 0.2 0.133
O 0.2462 -0.6388 -0.9080 0.1 0.0 0.0 -0.377
C -0.7472 -0.7551 0.1078 -0.1 -0.1 0.2 -0.349
C -1.5476 0.5325 0.1775 -0.2 0.2 0.4 0.080
O -1.9154 1.0475 1.2009 0.1 -0.3 -0.4 -0.451
H 2.4868 0.8751 0.6957 -0.1 0.0 0.0 0.234
H 2.0346 0.0870 -1.4083 0.0 0.0 0.1 0.373
H -0.3116 -0.9784 1.0842 -0.1 0.0 -0.1 0.319
H -1.3991 -1.5689 -0.2248 0.0 0.1 0.1 0.299
H -1.7962 0.9676 -0.8119 0.1 0.0 0.0 0.332